Record 1
13
Properties=species:S:1:pos:R:3:nbo_charge:R:1 method="wB97M-V/def2-TZVPD" smiles=NCN.N fmax_ev_per_a=1.46 de_lowest_kj_mol=24.6 gap_ev=10.11 spin_multiplicity=1
N -0.54482 0.08842 1.83005 -0.875
C -0.92655 0.17310 3.20953 -0.058
N -0.00144 -0.47216 4.12914 -0.852
H -1.22748 -0.32078 1.21483 0.368
H -0.10897 0.88585 1.40001 0.366
H -1.06911 1.20967 3.53557 0.165
H -1.89708 -0.30170 3.35023 0.170
H 0.70711 0.12859 4.52860 0.355
H 0.45529 -1.24464 3.66657 0.361
N 1.33605 -0.12706 -7.00501 -1.044
H 1.84504 0.35009 -6.25040 0.348
H 0.88307 -0.89691 -6.49679 0.349
H 0.54889 0.52753 -7.11234 0.347

Record 2
59
Properties=species:S:1:pos:R:3:nbo_charge:R:1 method="wB97M-V/def2-TZVPD" smiles="COc1cc(C(=O)N(C)[C@@H]2CCCN(Cc3ccccc3F)C2)cc(OC)c1OC" fmax_ev_per_a=0.68 de_lowest_kj_mol=276.1 gap_ev=9.12 spin_multiplicity=1
C -2.62961 -0.57784 3.20395 -0.237
O -1.36371 -1.04177 2.78919 -0.494
C -1.11541 -1.36456 1.49157 0.294
C 0.21844 -1.71246 1.25116 -0.267
C 0.65923 -1.99964 -0.02284 -0.078
C 2.05877 -2.45437 -0.30370 0.670
O 2.26071 -3.64117 -0.50340 -0.623
N 3.05466 -1.53825 -0.37906 -0.436
C 4.38706 -2.03746 -0.66332 -0.416
C 3.00706 -0.10700 -0.11987 -0.029
C 3.15943 0.23025 1.36694 -0.406
C 3.30979 1.74098 1.49922 -0.404
C 2.11734 2.43671 0.85025 -0.224
N 2.03130 2.06295 -0.55004 -0.438
C 1.07719 2.86356 -1.30615 -0.228
C -0.36147 2.67908 -0.88279 -0.147
C -0.90297 3.38305 0.18686 -0.184
C -2.19526 3.14611 0.62231 -0.234
C -2.98457 2.20472 -0.01549 -0.184
C -2.48284 1.50533 -1.09790 -0.293
C -1.18466 1.74682 -1.50251 0.459
F -0.70761 1.05302 -2.56739 -0.350
C 1.79052 0.63412 -0.68130 -0.247
C -0.24194 -2.00630 -1.08235 -0.325
C -1.57291 -1.69713 -0.86204 0.356
O -2.52121 -1.67826 -1.84081 -0.521
C -2.12813 -1.96011 -3.16433 -0.256
C -2.02622 -1.36695 0.43267 0.137
O -3.35567 -1.02449 0.62773 -0.533
C -4.28397 -2.07398 0.43204 -0.250
H -3.38521 -1.36586 3.15966 0.173
H -2.95927 0.27507 2.60777 0.190
H -2.49141 -0.27325 4.24184 0.188
H 0.88075 -1.75535 2.10059 0.228
H 4.76087 -1.60772 -1.59477 0.193
H 5.07288 -1.78746 0.14775 0.191
H 4.32710 -3.11930 -0.76347 0.253
H 3.87562 0.31385 -0.64203 0.208
H 2.27431 -0.09866 1.91115 0.205
H 4.02944 -0.27986 1.78413 0.209
H 3.37014 2.02709 2.55026 0.211
H 4.22515 2.06422 1.00048 0.202
H 2.24982 3.52007 0.90601 0.199
H 1.20039 2.16661 1.40314 0.171
H 1.19014 2.59129 -2.35881 0.215
H 1.36385 3.91202 -1.18711 0.206
H -0.30094 4.13317 0.67842 0.212
H -2.58684 3.70254 1.46091 0.214
H -3.99079 2.01213 0.32201 0.218
H -3.07776 0.77015 -1.61424 0.237
H 1.67304 0.39300 -1.73986 0.215
H 0.87602 0.33854 -0.14963 0.192
H 0.11704 -2.25143 -2.06747 0.230
H -1.39416 -1.23429 -3.52381 0.190
H -3.03658 -1.88154 -3.76031 0.199
H -1.72177 -2.97184 -3.25451 0.182
H -5.25774 -1.65668 0.68424 0.190
H -4.06639 -2.92152 1.09240 0.171
H -4.29099 -2.41992 -0.60333 0.194

Record 3
15
Properties=species:S:1:pos:R:3:nbo_charge:R:1 method="wB97M-V/def2-TZVPD" smiles="CC(C)C(N)=O" fmax_ev_per_a=0.41 de_lowest_kj_mol=2.7 gap_ev=10.68 spin_multiplicity=1
C 1.07947 -0.62463 1.29100 -0.597
C 0.37307 0.05559 0.11562 -0.309
C 0.89500 -0.47536 -1.22409 -0.604
C -1.11519 -0.27629 0.18675 0.681
N -1.97238 0.77336 0.32451 -0.823
O -1.51450 -1.42818 0.13560 -0.628
H 0.91209 -1.70471 1.23310 0.226
H 0.68934 -0.26597 2.25048 0.211
H 2.15750 -0.42999 1.25681 0.208
H 0.52389 1.14257 0.18251 0.192
H 0.46847 -1.46462 -1.39419 0.232
H 0.61565 0.16805 -2.06341 0.208
H 1.98260 -0.56315 -1.22678 0.208
H -1.67179 1.72846 0.22182 0.393
H -2.95974 0.56619 0.25368 0.402

Record 4
60
Properties=species:S:1:pos:R:3:mulliken_spin:R:1 method="wB97M-V/def2-TZVPD" s2=0.78 fmax_ev_per_a=2.43 de_lowest_kj_mol=134.2 gap_ev="5.83 / 6.82" spin_multiplicity=2 total_charge=+1
Mn 0.13848 -0.04772 -0.37701 0.965
O 1.51010 -0.39163 3.77247 -0.001
As 1.58979 -1.08062 2.15205 0.011
O 3.14499 -1.33386 1.82466 -0.006
O 0.61052 0.09170 1.32588 -0.021
C 0.56367 -2.70779 2.40513 0.005
C 0.40414 -3.23561 3.67608 -0.001
C -0.19133 -4.48312 3.82202 0.000
C -0.62092 -5.20130 2.71432 0.000
C -0.47194 -4.67587 1.43945 0.001
C 0.12424 -3.43537 1.30299 0.001
S 0.09340 -2.61563 -0.25522 0.010
O 1.31539 -1.74938 -0.39298 -0.004
O -0.08278 -3.54411 -1.31534 -0.004
O -0.97963 -1.58893 -0.05123 0.000
H 2.35802 0.03531 3.95282 0.000
H 0.75081 -2.66852 4.52898 0.000
H -0.31401 -4.89676 4.81384 0.000
H -1.08468 -6.16951 2.84227 0.000
H -0.81193 -5.20574 0.55919 0.000
N 3.35748 -1.37000 -2.30949 -0.001
C 2.68022 -0.13099 -2.85245 0.002
C 3.46698 0.36887 -4.05950 -0.001
P 0.92238 -0.41209 -3.39436 0.005
O 1.13154 -1.94233 -3.84453 0.000
O 0.51669 0.50156 -4.45868 0.005
O -0.02505 -0.43906 -2.16027 0.020
P 2.75024 1.06542 -1.43258 0.006
O 3.17136 2.44672 -2.08865 -0.001
O 3.74897 0.50929 -0.49627 0.001
O 1.32070 1.29378 -0.89367 0.000
H 4.06126 -1.71899 -2.95465 0.001
H 2.68758 -2.10680 -2.10074 0.000
H 3.80365 -1.07260 -1.39998 -0.001
H 3.52356 -0.41003 -4.82297 0.000
H 4.47431 0.67696 -3.77556 0.000
H 2.95198 1.21903 -4.50024 0.000
H 0.39484 -2.27658 -4.38275 0.000
H 3.80256 2.92101 -1.52530 0.000
C -2.70399 0.24796 1.85062 0.000
N -2.86084 1.58693 1.29152 0.001
C -4.01966 2.39593 1.65929 0.000
C -3.62533 3.86077 1.65191 0.000
C -3.08779 4.21306 0.27886 0.000
N -2.09863 3.23865 -0.16959 0.000
C -1.19105 3.68312 -1.22248 0.002
C -2.05267 1.98499 0.29839 -0.002
O -1.22524 1.16769 -0.22594 0.007
H -3.38143 0.15045 2.69307 0.000
H -1.68389 0.10712 2.20251 0.000
H -2.92599 -0.52439 1.11571 0.000
H -4.35213 2.09009 2.64806 0.000
H -4.83752 2.21343 0.95491 0.000
H -2.85869 4.02272 2.41142 0.000
H -4.48325 4.48986 1.88228 0.000
H -2.61196 5.19331 0.29801 0.000
H -3.90265 4.25648 -0.45027 0.000
H -0.60650 4.52741 -0.85589 0.000
H -1.75795 3.99572 -2.10047 0.000
H -0.52038 2.88001 -1.49969 0.000